1.
C19H28Br2N2O2P2Ti as an isolated structure. Source: the Open Molecules 2025 dataset; level of theory: wB97M-V/def2-TZVPD.

```
56
C19H28Br2N2O2P2Ti wB97M-V/def2-TZVPD
Br 3.136 2.784 -2.206
Br 0.540 -0.891 -5.478
Ti -0.775 0.454 -0.202
P 2.095 1.055 0.594
P -1.013 0.193 2.375
O -1.243 0.936 -2.163
O 0.331 1.579 0.650
N 0.211 -1.229 -0.200
N -2.616 0.639 -3.892
C -2.051 -0.814 3.500
C 0.649 -0.391 2.875
C -0.475 -3.279 0.992
C -0.173 -2.588 -0.299
C 0.896 -0.668 -1.308
C 0.614 -1.228 -2.625
C 1.079 -0.424 -3.713
C 2.475 2.794 1.026
C -2.406 0.776 -2.588
C 3.887 0.519 0.431
C -2.959 0.625 -0.190
C 1.808 0.709 -3.539
C 1.714 0.472 -1.122
C 2.163 1.148 -2.248
C 1.928 0.018 2.124
C -1.229 1.828 3.163
C -0.047 -2.422 -2.707
C -0.322 -3.156 -1.506
C -3.539 0.777 -1.601
H 2.563 0.601 2.798
H 2.501 -0.882 1.908
H -4.067 1.727 -1.737
H 3.535 3.014 0.941
H -4.248 -0.011 -1.868
H -0.628 -4.193 -1.572
H 1.893 3.468 0.407
H -1.300 -2.771 1.500
H 0.545 -1.473 2.791
H -0.245 -2.870 -3.670
H -0.771 -4.311 0.810
H -1.781 -0.637 4.543
H -1.947 -1.876 3.283
H 0.768 -0.180 3.942
H -3.536 0.433 -4.239
H -0.625 2.552 2.623
H 2.142 2.913 2.059
H 0.387 -3.277 1.662
H 3.948 -0.542 0.175
H -3.320 -0.300 0.273
H -2.278 2.117 3.097
H 4.436 0.689 1.361
H -1.821 0.517 -4.507
H -3.095 -0.534 3.354
H 4.382 1.083 -0.359
H -3.292 1.438 0.461
H 2.115 1.296 -4.393
H -0.938 1.795 4.215
```

Properties
- HOMO: -0.19283 Ha
- Largest force on an atom: 0.3 eV/A
- HOMO-LUMO gap: 5.59 eV
- LUMO energy: 0.347 eV
- Molar mass: 586.1 g mol⁻¹
- Relative energy (zero: lowest compared OMol25 entry of this formula, charge and spin): 5.4 kcal/mol
- Total energy: -209011.5430 eV

2.
A 6-piece molecular cluster, C19H28BrNO19P overall at a distorted geometry. Source: the Open Molecules 2025 dataset; level of theory: wB97M-V/def2-TZVPD.

```
69
C19H28BrNO19P wB97M-V/def2-TZVPD
Br 2.004 -1.446 -3.097
P 1.490 -2.961 -1.472
O 1.156 2.932 4.907
O 2.708 -4.203 -1.427
O 5.289 8.469 5.747
O 5.371 6.943 4.077
O 0.658 -4.246 -4.273
O 2.227 -4.205 -7.932
O -7.148 -1.833 -1.618
O -0.224 -0.946 0.260
O -0.721 4.174 4.662
O -6.805 -1.924 0.620
O 4.817 6.314 6.180
O -2.099 -1.635 -3.184
O 1.322 5.145 4.552
O -0.192 0.164 2.235
O -1.988 0.326 0.894
O 2.501 -3.848 -10.151
O 1.017 -2.618 -8.958
O -1.561 -4.605 -3.920
O -5.476 -3.088 -0.797
N -0.017 -5.221 -1.167
C 5.178 7.217 5.226
C -0.751 -0.221 1.054
C -1.583 -1.588 -1.812
C -6.363 -2.249 -2.730
C -5.587 -3.405 -2.179
C 1.569 -3.463 -6.906
C 2.624 4.685 4.890
C -0.133 -3.890 -1.883
C 4.765 8.421 7.066
C 2.529 3.207 4.662
C 4.908 6.976 7.435
C -1.017 1.188 2.775
C -2.345 0.927 2.131
C -1.361 -3.088 -1.223
C -6.504 -2.251 -0.494
C 0.474 -2.765 -7.649
C 1.965 -3.582 -9.109
C 0.474 4.092 4.703
C -0.319 -4.240 -3.434
H 0.231 -1.793 -7.217
H 2.768 2.926 3.632
H 2.827 4.935 5.935
H 3.167 2.639 5.340
H -0.439 -3.364 -7.710
H -0.609 -5.893 -1.698
H -2.957 0.222 2.703
H -5.719 -1.421 -3.038
H -0.421 -5.161 -0.223
H 3.378 5.157 4.260
H -4.600 -3.499 -2.638
H 3.721 8.747 7.044
H 4.121 6.637 8.110
H 5.327 9.079 7.731
H -6.119 -4.355 -2.282
H 2.285 -2.766 -6.460
H -0.638 -0.950 -1.809
H -1.168 -2.946 -0.092
H -2.917 1.841 1.969
H -2.366 -3.650 -1.282
H -0.601 2.160 2.497
H 1.187 -4.125 -6.127
H -1.060 1.119 3.862
H -1.316 -1.718 -3.778
H 2.562 -4.621 -0.551
H -6.998 -2.535 -3.569
H -2.380 -1.077 -1.151
H 5.881 6.751 7.883
```

Properties
- HOMO: -0.17241 Ha
- Largest force on an atom: 6.1 eV/A
- HOMO-LUMO gap: 5.83 eV
- LUMO energy: 1.139 eV
- Molar mass: 685.3 g mol⁻¹
- Net charge: -1
- Relative energy (zero: lowest compared OMol25 entry of this formula, charge and spin): 0.0 kcal/mol
- Total energy: -139882.1794 eV

3.
A 2-piece molecular cluster, C19H28Cl2NO9S overall. Source: the Open Molecules 2025 dataset; level of theory: wB97M-V/def2-TZVPD.

```
60
C19H28Cl2NO9S wB97M-V/def2-TZVPD
Cl -1.267 -3.159 3.440
Cl -4.145 -1.830 3.377
S 0.097 5.246 0.766
O 1.441 -3.890 1.550
O 0.411 -5.892 1.400
O 0.393 3.855 0.786
O -1.247 5.685 0.682
O 2.673 -3.996 -0.324
O 0.973 5.915 -0.385
O 0.797 5.973 1.994
O 0.702 -2.173 -1.722
O 0.603 0.803 -3.380
N -1.961 -1.093 1.083
C 0.531 -4.787 0.980
C 1.660 1.714 -3.072
C 1.567 -1.173 -2.294
C 1.973 6.684 1.565
C -1.623 -2.402 0.959
C -4.519 -2.792 0.877
C 2.474 -3.489 0.742
C 1.660 7.071 0.133
C -0.301 -4.217 -0.147
C 1.348 2.394 -1.747
C -2.258 -3.325 1.955
C 0.965 -0.545 -3.557
C -0.585 -0.446 -0.682
C -0.720 -2.783 0.024
C 3.248 -2.359 1.345
C -1.476 -0.109 0.303
C -0.182 -1.776 -0.816
C -1.947 1.286 0.543
C -3.767 -3.086 2.176
H 2.831 6.013 1.629
H -1.205 1.983 0.157
H 4.276 -2.432 1.006
H 1.816 1.905 -0.892
H -2.605 -0.840 1.828
H 1.721 2.450 -3.874
H -2.886 1.462 0.018
H 2.501 -1.686 -2.506
H 2.549 7.251 -0.463
H 0.034 -1.070 -3.775
H -0.201 0.329 -1.328
H 0.269 2.400 -1.604
H 1.669 3.434 -1.724
H -1.171 -4.861 -0.253
H 0.993 7.931 0.077
H 2.801 -1.428 0.999
H -2.063 1.490 1.605
H 1.778 -0.409 -1.546
H -4.074 -3.318 0.033
H -4.162 -4.012 2.582
H 0.296 -4.318 -1.050
H -4.573 -1.726 0.669
H -2.151 -4.369 1.677
H 2.123 7.540 2.215
H 3.221 -2.400 2.430
H 2.623 1.202 -3.029
H -5.548 -3.126 0.988
H 1.617 -0.700 -4.420
```

Properties
- HOMO: -0.46589 Ha
- Largest force on an atom: 0.8 eV/A
- HOMO-LUMO gap: 9.28 eV
- LUMO energy: -3.395 eV
- Molar mass: 517.4 g mol⁻¹
- Net charge: +1
- Total energy: -75948.8111 eV

4.
C19H28ClF13N2O2SSi2 as an isolated structure at a distorted geometry. Source: the Open Molecules 2025 dataset; level of theory: wB97M-V/def2-TZVPD.

```
68
C19H28ClF13N2O2SSi2 wB97M-V/def2-TZVPD
Cl -1.837 4.840 -3.288
S 2.405 -2.478 -2.303
Si -3.923 -0.321 -0.961
Si -2.695 2.207 -1.773
F -0.963 3.983 -0.299
F -5.556 -2.227 -2.350
F 3.099 -1.843 -3.778
F -6.799 -0.554 -0.981
F 1.837 -3.203 -0.865
F 1.021 -2.893 -3.223
F 0.863 -0.854 0.582
F -5.493 -2.370 0.032
F 1.650 -0.030 -3.175
F 3.077 -4.000 -2.737
F -0.597 -1.595 -1.151
F 3.924 -2.104 -1.551
F 2.945 -0.073 -1.175
O -4.179 1.290 -1.602
O -3.450 -0.395 0.729
N 3.695 -0.587 6.967
N 3.721 -3.014 1.658
C -2.358 3.461 -0.319
C 0.520 -0.666 -0.879
C -0.151 0.867 -0.922
C -2.964 3.345 -3.353
C -1.129 1.124 -2.209
C 4.826 -4.867 2.191
C -1.324 3.036 -5.547
C 5.014 -2.642 1.920
C 2.758 0.186 6.333
C 3.612 -1.281 4.857
C 2.689 -0.221 5.019
C -4.345 2.933 1.530
C -2.662 2.522 -4.745
C 1.803 -0.770 -1.878
C -5.573 -1.377 -1.101
C 4.218 -1.488 6.076
C 5.722 -3.774 2.258
C 3.598 -4.370 1.816
C -2.713 2.871 1.168
H -2.246 1.818 1.408
H -3.579 2.687 -5.479
H -2.977 -0.998 -1.878
H -1.394 0.157 -2.833
H 3.814 -1.834 3.948
H -4.959 3.506 0.712
H -0.649 1.068 0.124
H 5.318 -1.606 1.846
H -1.133 2.256 -6.416
H -0.337 3.030 -4.891
H 2.223 0.958 6.869
H -2.214 3.622 1.950
H 3.959 -0.507 7.941
H 4.975 -2.197 6.385
H -1.539 4.081 -6.041
H 6.771 -3.808 2.522
H 0.772 1.614 -0.991
H -3.113 4.365 -0.507
H 2.974 -2.386 1.390
H 2.650 -4.863 1.649
H -4.325 -0.254 1.236
H -4.758 1.860 1.779
H -4.473 3.565 2.534
H 2.042 0.200 4.260
H -4.071 3.738 -3.327
H -2.571 1.360 -4.595
H 5.053 -5.906 2.394
H -0.500 1.806 -2.962
```

Properties
- HOMO: -0.29504 Ha
- Largest force on an atom: 5.9 eV/A
- HOMO-LUMO gap: 5.62 eV
- LUMO energy: -2.411 eV
- Molar mass: 687.1 g mol⁻¹
- Total energy: -101665.9922 eV